Below is a structure of composition C16H45BI2InN6O3P2 in a non-equilibrium geometry, with properties calculated with wB97M-V/def2-TZVPD.

```
76
C16H45BI2InN6O3P2 | OMol25 | wB97M-V/def2-TZVPD
C -2.171 -5.316 2.861
B -0.999 -6.011 3.666
O -1.397 -6.979 4.613
In 1.247 -5.629 3.430
C 1.632 -3.778 2.150
I 0.703 -3.844 0.248
C 2.366 -2.725 2.505
C 3.084 -2.634 3.835
I 2.689 -0.997 1.278
H -2.307 -5.809 1.893
H -1.976 -4.260 2.661
H -3.112 -5.380 3.428
H -1.766 -6.545 5.391
H 1.958 -5.294 5.028
H 2.159 -6.989 2.772
H 3.470 -3.621 4.082
H 2.420 -2.303 4.632
H 3.951 -1.980 3.738
O 3.379 2.007 -1.066
P 3.295 2.448 -2.469
N 1.901 1.741 -3.107
C 1.555 1.733 -4.516
C 0.700 1.894 -2.288
N 4.675 1.733 -3.205
C 4.561 0.726 -4.247
C 5.721 1.372 -2.249
N 3.352 3.903 -3.351
C 4.670 4.462 -3.690
C 2.571 4.954 -2.661
H 1.242 2.718 -4.889
H 0.724 1.040 -4.661
H 2.362 1.376 -5.140
H 0.194 2.854 -2.463
H 0.952 1.821 -1.231
H -0.006 1.092 -2.512
H 3.931 -0.124 -3.961
H 5.558 0.347 -4.482
H 4.189 1.157 -5.175
H 5.526 0.419 -1.746
H 5.825 2.133 -1.478
H 6.675 1.301 -2.779
H 5.335 4.563 -2.826
H 4.514 5.453 -4.120
H 5.163 3.853 -4.440
H 3.037 5.267 -1.721
H 1.566 4.593 -2.435
H 2.469 5.826 -3.307
O -3.583 0.732 3.308
P -3.685 0.504 1.852
N -5.148 -0.319 1.614
C -5.545 -0.926 0.357
C -6.303 0.263 2.287
N -2.374 -0.514 1.471
C -2.554 -1.870 0.965
C -1.289 -0.484 2.456
N -3.612 1.420 0.412
C -2.284 1.687 -0.168
C -4.309 2.712 0.576
H -5.813 -0.189 -0.413
H -6.420 -1.555 0.539
H -4.780 -1.575 -0.044
H -6.763 1.077 1.709
H -6.013 0.653 3.261
H -7.064 -0.504 2.451
H -3.188 -2.492 1.607
H -1.570 -2.335 0.875
H -2.959 -1.865 -0.048
H -1.489 -1.125 3.322
H -1.120 0.526 2.823
H -0.369 -0.823 1.976
H -1.574 2.116 0.547
H -2.414 2.394 -0.991
H -1.856 0.779 -0.579
H -3.785 3.382 1.267
H -5.318 2.553 0.961
H -4.402 3.212 -0.389
```

As for the frontier orbital gap: 0.232 Eh. As for the charge: -1.



Below is a structure of composition C16H45N13O15Zr in a non-equilibrium geometry, with properties calculated with wB97M-V/def2-TZVPD.

```
90
C16H45N13O15Zr | OMol25 | wB97M-V/def2-TZVPD
Zr -4.172 2.508 1.390
C -0.355 2.451 -1.124
C -1.371 1.753 -0.604
C -1.330 0.275 -0.242
O -2.237 -0.434 0.391
C -0.155 -0.408 -0.484
C 1.004 0.245 -1.097
C 0.905 1.781 -1.532
O 1.772 2.376 -2.142
O 2.006 -0.466 -1.397
O -2.414 2.408 -0.252
H -0.547 3.490 -1.348
H -0.133 -1.465 -0.264
C -1.300 1.800 3.201
O -2.300 2.199 2.555
N -1.256 1.589 4.513
N -0.222 1.450 2.591
H -2.138 1.646 5.002
H -0.552 0.974 4.893
H 0.657 1.201 3.022
H -0.223 1.353 1.586
C 4.543 2.300 -0.185
O 5.345 2.113 0.712
N 4.489 1.514 -1.249
N 3.695 3.230 -0.264
H 3.806 1.709 -1.967
H 5.210 0.826 -1.413
H 2.837 3.059 -0.769
H 3.753 3.809 0.562
C 4.122 -1.973 0.813
O 4.748 -2.169 1.896
N 4.613 -1.449 -0.281
N 2.855 -2.117 0.669
H 3.960 -0.998 -0.906
H 5.593 -1.241 -0.410
H 2.422 -1.678 -0.131
H 2.317 -2.281 1.508
C 1.684 4.128 -5.263
O 1.910 3.062 -5.776
N 1.586 4.393 -4.007
N 1.189 5.097 -5.980
H 1.252 5.295 -3.699
H 1.751 3.646 -3.347
H 1.033 4.996 -6.973
H 0.878 5.903 -5.458
C -4.539 -0.495 2.939
O -4.329 0.588 2.464
N -4.050 -1.610 2.460
N -5.423 -0.714 3.847
H -3.304 -1.459 1.796
H -4.564 -2.478 2.519
H -5.934 0.054 4.259
H -5.760 -1.665 3.908
C 3.612 -0.299 -4.326
O 4.454 -0.264 -5.221
N 2.635 0.571 -4.303
N 3.687 -1.155 -3.334
H 2.132 0.583 -3.428
H 2.657 1.293 -5.009
H 4.522 -1.718 -3.255
H 2.962 -1.177 -2.631
C -2.212 -5.663 2.803
C -1.427 -5.129 1.586
C 0.092 -4.669 1.699
O 0.353 -3.781 2.767
C -0.247 -2.490 2.696
N -1.610 -6.172 0.552
H -3.290 -5.714 2.649
H -1.930 -5.033 3.647
H -1.818 -6.659 3.002
H -1.898 -4.228 1.194
H 0.310 -4.144 0.768
H 0.784 -5.511 1.721
H 0.160 -1.858 1.907
H 0.022 -1.912 3.580
H -1.329 -2.591 2.613
H -1.109 -6.981 0.890
H -1.083 -5.880 -0.259
O -4.817 1.043 -0.171
H -4.698 1.091 -1.120
H -5.194 0.177 -0.020
O 1.964 -3.077 -2.062
H 2.568 -3.071 -1.319
H 1.598 -2.193 -2.081
O -3.193 4.504 1.630
H -2.395 4.795 2.073
H -3.567 5.304 1.261
O -5.206 3.708 -0.214
H -4.767 4.019 -1.006
H -6.051 4.159 -0.215
```

As for the frontier orbital gap: 0.054 Eh. As for the charge: +2.



Below is a cluster of 6 separate species, C16H45NO12 in total in a non-equilibrium geometry, with properties calculated with wB97M-V/def2-TZVPD.

```
74
C16H45NO12 | OMol25 | wB97M-V/def2-TZVPD
C -3.035 0.112 -3.836
O -3.171 0.768 -2.598
C -3.395 2.142 -2.733
C -2.900 2.927 -1.530
N -3.759 2.936 -0.351
C -3.759 1.710 0.448
C -5.029 1.642 1.260
O -5.218 0.389 1.903
C -4.435 0.225 3.070
H -3.027 -0.966 -3.654
H -2.064 0.345 -4.290
H -3.876 0.313 -4.505
H -4.451 2.423 -2.892
H -2.900 2.541 -3.636
H -2.885 3.975 -1.863
H -1.887 2.686 -1.215
H -4.709 3.212 -0.562
H -2.927 1.795 1.163
H -3.624 0.781 -0.112
H -5.909 1.766 0.615
H -5.092 2.452 1.998
H -4.111 1.179 3.495
H -3.520 -0.341 2.860
H -5.042 -0.337 3.776
O 4.252 -4.513 -0.248
C 3.967 -4.907 -1.583
C 2.512 -4.642 -1.996
O 1.650 -4.424 -0.897
H 4.276 -3.551 -0.215
H 4.710 -4.509 -2.281
H 4.152 -5.985 -1.604
H 2.167 -5.504 -2.583
H 2.380 -3.824 -2.708
H 1.485 -5.300 -0.534
O 1.611 -3.719 2.114
C 2.011 -4.963 2.711
C 2.400 -4.694 4.136
O 3.512 -3.836 4.274
H 2.026 -3.701 1.246
H 1.178 -5.671 2.775
H 2.864 -5.343 2.145
H 2.670 -5.637 4.618
H 1.525 -4.304 4.673
H 3.375 -3.076 3.699
O 0.007 -2.055 -0.653
C 0.740 -0.896 -0.895
C -0.047 0.365 -0.831
O -0.601 0.604 0.499
H 0.632 -2.781 -0.541
H 1.628 -0.877 -0.250
H 1.160 -0.815 -1.925
H -0.846 0.452 -1.571
H 0.601 1.236 -0.940
H -1.230 -0.100 0.681
O 0.147 2.966 2.018
C -0.241 3.978 1.102
C -0.851 5.115 1.860
O 0.067 5.814 2.657
H -0.117 2.114 1.650
H 0.629 4.330 0.530
H -0.979 3.584 0.397
H -1.694 4.703 2.439
H -1.332 5.827 1.180
H 0.724 5.189 2.982
O 3.301 2.412 -0.251
C 4.327 1.784 -1.020
C 3.668 1.326 -2.302
O 2.912 2.402 -2.852
H 3.703 3.029 0.366
H 5.150 2.473 -1.224
H 4.713 0.908 -0.483
H 2.969 0.526 -2.038
H 4.405 1.023 -3.040
H 2.455 2.798 -2.100
```

As for the frontier orbital gap: 0.319 Eh. Its structure (SMILES) is COCCNCCOC.OCCO.OCCO.OCCO.OCCO.OCCO. As for the charge: 0.



Below is a structure of composition C16H46BMnN2O7Rb in a non-equilibrium geometry, with properties calculated with wB97M-V/def2-TZVPD.

```
74
C16H46BMnN2O7Rb | OMol25 | wB97M-V/def2-TZVPD
Rb -2.579 -3.400 0.633
Mn -0.005 0.514 1.023
C 2.596 -0.538 -1.397
C 1.503 0.391 -1.934
O 0.612 0.840 -0.990
H 2.135 -1.386 -0.883
H 3.234 -0.017 -0.676
H 3.252 -0.931 -2.183
H 0.961 -0.064 -2.787
H 2.043 1.265 -2.384
C -3.436 1.971 2.150
C -3.044 0.889 1.143
O -1.912 1.170 0.452
H -3.468 2.927 1.627
H -2.738 1.985 2.983
H -4.442 1.787 2.556
H -3.886 0.740 0.430
H -2.993 -0.106 1.693
B -0.080 -1.651 1.021
H -0.896 -1.164 0.349
H 1.003 -1.158 0.911
H -0.432 -1.494 2.181
H 0.065 -2.787 0.653
C -1.118 0.210 4.250
O -0.534 0.920 3.178
C -0.069 2.174 3.599
C 0.261 3.096 2.418
N 0.961 2.455 1.293
C 2.423 2.375 1.429
C 2.871 1.392 2.505
O 2.103 0.224 2.458
C 2.438 -0.723 3.430
H -2.013 0.724 4.609
H -0.410 0.150 5.089
H -1.311 -0.799 3.904
H 0.748 2.085 4.326
H -0.881 2.694 4.133
H 0.850 3.944 2.800
H -0.667 3.484 2.001
H 0.764 2.956 0.434
H 2.825 3.350 1.742
H 2.789 2.088 0.445
H 2.820 1.870 3.499
H 3.944 1.175 2.385
H 2.149 -1.702 3.048
H 1.943 -0.512 4.386
H 3.521 -0.753 3.606
C 2.008 -4.953 0.614
C 2.113 -6.420 0.953
O 1.031 -6.912 1.729
O 1.126 -4.780 -0.493
H 3.010 -4.594 0.347
H 1.645 -4.383 1.477
H 3.057 -6.567 1.496
H 2.166 -6.992 0.030
H 1.064 -6.460 2.578
H 0.711 -3.918 -0.389
C -1.805 2.612 -6.794
C -2.012 2.357 -5.298
C -2.111 0.873 -5.051
O -2.130 0.591 -3.680
C -2.320 -0.760 -3.446
N -0.980 2.954 -4.450
H -1.645 3.653 -7.058
H -2.581 2.110 -7.384
H -0.896 2.080 -7.129
H -2.954 2.853 -5.037
H -1.237 0.387 -5.519
H -3.038 0.487 -5.502
H -1.726 -1.369 -4.151
H -3.359 -1.114 -3.574
H -1.983 -1.029 -2.442
H -0.994 3.963 -4.566
H -0.064 2.673 -4.796
```

As for the frontier orbital gap (alpha / beta): 0.189 / 0.195 Eh. The spin multiplicity is 6. As for the charge: 0.



Below is a cluster of 6 separate species, C16H46N2O10 in total in a non-equilibrium geometry, with properties calculated with wB97M-V/def2-TZVPD.

```
74
C16H46N2O10 | OMol25 | wB97M-V/def2-TZVPD
C 6.405 1.367 3.436
O 5.975 1.257 2.039
C 4.625 0.673 1.851
C 4.522 0.447 0.370
C 4.306 1.745 -0.426
N 3.501 -0.536 -0.029
H 5.728 1.849 4.142
H 7.366 1.877 3.369
H 6.633 0.370 3.814
H 4.510 -0.307 2.313
H 3.864 1.354 2.232
H 5.470 0.012 0.054
H 3.417 2.317 -0.161
H 4.241 1.516 -1.489
H 5.129 2.460 -0.445
H 3.601 -1.366 0.538
H 3.771 -0.914 -0.926
C 0.183 -3.178 -2.313
O -1.203 -2.967 -2.459
C -2.137 -3.914 -1.981
C -2.219 -3.937 -0.438
C -3.198 -5.059 0.060
N -2.904 -2.716 0.052
H 0.540 -4.195 -2.475
H 0.339 -2.943 -1.260
H 0.783 -2.530 -2.953
H -3.141 -3.662 -2.322
H -1.945 -4.896 -2.414
H -1.281 -4.178 0.062
H -2.863 -5.997 -0.383
H -4.272 -4.954 -0.091
H -3.106 -5.281 1.123
H -3.320 -2.827 0.966
H -3.736 -2.586 -0.505
O 1.166 0.701 0.451
C 0.332 0.532 -0.673
C -1.221 0.663 -0.530
O -1.650 -0.310 0.460
H 1.938 0.178 0.221
H 0.778 1.276 -1.332
H 0.562 -0.473 -1.028
H -1.602 0.402 -1.518
H -1.505 1.657 -0.184
H -1.970 -1.130 0.076
O -1.463 0.558 3.103
C -2.601 1.263 3.559
C -3.206 2.113 2.445
O -2.414 3.125 1.939
H -1.631 0.121 2.265
H -3.305 0.504 3.899
H -2.248 1.825 4.424
H -4.204 2.470 2.701
H -3.312 1.520 1.536
H -1.578 2.697 1.738
O -4.461 -1.817 -3.516
C -3.321 -1.037 -3.712
C -2.544 -1.525 -4.928
O -3.333 -1.564 -6.133
H -4.685 -1.914 -2.588
H -3.551 0.017 -3.869
H -2.711 -0.982 -2.810
H -2.065 -2.492 -4.770
H -1.655 -1.004 -5.282
H -2.728 -1.859 -6.817
O 0.392 3.192 1.483
C 1.524 4.028 1.634
C 1.121 5.428 2.240
O 0.498 6.342 1.340
H 0.699 2.365 1.106
H 2.209 3.448 2.253
H 1.992 4.142 0.657
H 2.095 5.844 2.496
H 0.491 5.296 3.119
H -0.420 6.098 1.195
```

As for the frontier orbital gap: 0.340 Eh. Its structure (SMILES) is COC[C@H](C)N.COC[C@H](C)N.OCCO.OCCO.OCCO.OCCO. As for the charge: 0.



Below is a structure of composition C16H46N3O9Zn in a non-equilibrium geometry, with properties calculated with wB97M-V/def2-TZVPD.

```
75
C16H46N3O9Zn | OMol25 | wB97M-V/def2-TZVPD
Zn 2.931 0.358 -0.899
O -0.267 -1.479 -0.748
C 0.869 -0.839 -0.911
O 1.968 -1.441 -0.707
O 0.898 0.393 -1.218
H -0.949 -0.835 -1.043
C -1.778 1.119 4.930
C -2.288 -0.231 4.444
C -1.251 -1.317 4.682
O -0.086 -1.255 3.867
C -0.325 -1.149 2.498
N -3.455 -0.611 5.247
H -1.786 1.150 6.019
H -2.374 1.943 4.534
H -0.746 1.275 4.602
H -2.510 -0.172 3.371
H -1.692 -2.317 4.550
H -0.903 -1.273 5.714
H -0.685 -0.147 2.204
H -1.064 -1.882 2.147
H 0.621 -1.264 1.967
H -4.101 0.162 5.360
H -3.989 -1.341 4.786
C 0.630 2.077 -4.551
C -0.668 2.698 -4.048
C -1.871 2.042 -4.699
O -3.016 2.792 -4.369
C -4.221 2.073 -4.532
N -0.718 2.600 -2.575
H 0.694 1.022 -4.274
H 1.485 2.630 -4.149
H 0.732 2.168 -5.634
H -0.680 3.755 -4.327
H -1.982 0.997 -4.360
H -1.759 1.990 -5.794
H -5.034 2.757 -4.313
H -4.257 1.217 -3.845
H -4.311 1.688 -5.554
H -0.281 1.718 -2.314
H -1.685 2.452 -2.296
C 4.352 3.978 0.754
C 4.135 2.538 0.327
C 3.817 1.637 1.524
O 3.441 0.335 1.051
C 3.590 -0.753 2.007
N 3.058 2.381 -0.711
H 3.466 4.414 1.218
H 4.653 4.580 -0.104
H 5.168 4.031 1.476
H 5.055 2.135 -0.112
H 3.015 2.073 2.128
H 4.718 1.557 2.132
H 2.655 -0.865 2.549
H 4.405 -0.545 2.697
H 3.817 -1.655 1.449
H 2.238 2.902 -0.391
H 3.319 2.904 -1.546
C -3.300 -1.449 -0.291
O -2.806 -0.572 -1.318
H -3.154 -1.014 0.698
H -4.329 -1.749 -0.489
H -2.725 -2.377 -0.323
H -3.292 0.253 -1.221
C -1.564 -4.068 -2.570
O -0.793 -4.344 -1.411
H -2.044 -3.088 -2.521
H -0.944 -4.074 -3.478
H -2.287 -4.871 -2.702
H -0.501 -3.516 -1.021
C 1.835 -4.330 0.857
O 2.758 -4.057 1.912
H 1.028 -3.608 0.951
H 2.280 -4.229 -0.136
H 1.412 -5.334 0.934
H 3.425 -4.748 1.922
```

As for the frontier orbital gap: 0.262 Eh. As for the charge: +1.



| no. | energy (eV) |
| --- | --- |
| 1 | -73035.016 |
| 2 | -68670.683 |
| 3 | -43377.555 |
| 4 | -67298.659 |
| 5 | -40788.411 |
| 6 | -88647.228 |